C55H74Br3N5O28 | ωB97M-V/def2-TZVPD

Properties
Net charge: 0
Gap between HOMO and LUMO (eV): 8.84
Highest occupied orbital energy (Ha): -0.366
Relative energy (zero: lowest compared OMol25 entry of this formula, charge and spin) (eV): 0.0000

Cartesian coordinates (Å):
C  3.5748  -3.8433  -4.3564
C  3.5350  -4.8823  -5.3170
C  4.6674  -5.1974  -6.0459
C  5.8625  -4.6485  -5.6389
C  5.9584  -3.6968  -4.6482
C  4.7752  -3.2286  -4.0801
N  7.0870  -5.2317  -6.2317
O  7.0501  -6.4281  -6.4453
O  8.0580  -4.5351  -6.4987
H  2.6361  -3.5936  -3.8823
H  2.6141  -5.3243  -5.6740
H  4.5578  -5.8751  -6.8787
H  6.9183  -3.2830  -4.3750
H  4.7069  -2.4233  -3.3652
C  0.4219  0.6877  1.1931
C  -0.1288  -0.5916  1.3267
C  0.4737  -1.6338  0.6205
C  1.5072  -1.3850  -0.2886
C  2.0357  -0.1109  -0.4202
C  1.4937  0.8984  0.3659
N  2.2039  -2.5112  -0.9444
O  3.3825  -2.3794  -1.1659
O  1.5699  -3.5290  -1.0802
H  -0.0217  1.5138  1.7358
H  -1.0771  -0.7968  1.8023
H  -0.1203  -2.5397  0.6097
H  2.7307  0.0451  -1.2319
H  1.7938  1.9268  0.1996
C  5.0598  -1.6664  2.6745
C  5.3382  -1.1954  3.9343
C  5.8665  0.0842  4.0321
C  5.9580  0.9241  2.9251
C  5.6550  0.4109  1.6551
C  5.1358  -0.8580  1.5473
N  6.4439  2.3009  3.0037
O  6.8661  2.6791  4.0880
O  6.3476  3.0160  2.0262
H  4.8555  -2.7299  2.6013
H  5.3060  -1.8132  4.8193
H  6.1184  0.5884  4.9588
H  5.7821  0.9688  0.7358
H  4.9826  -1.2111  0.5351
C  -2.8059  -3.1189  3.6577
C  -3.5866  -4.2657  3.7223
C  -3.0530  -5.5042  3.9637
C  -1.7116  -5.5705  4.3365
C  -0.9070  -4.4276  4.2788
C  -1.4444  -3.1768  3.9543
N  -1.0659  -6.8571  4.5731
O  0.1476  -6.9365  4.4846
O  -1.7876  -7.7797  4.8937
H  -3.2442  -2.1700  3.3758
H  -4.6345  -4.1786  3.4605
H  -3.6118  -6.3939  3.7092
H  0.1667  -4.5556  4.2769
H  -0.8573  -2.2971  3.7322
C  -7.3651  2.4521  0.4636
C  -7.2123  1.4518  1.4198
C  -5.9431  0.9806  1.7989
C  -4.7896  1.5627  1.3041
C  -4.9566  2.5733  0.3441
C  -6.1961  2.8668  -0.1707
N  -3.4952  1.2923  1.8547
O  -3.2698  0.1716  2.2930
O  -2.6340  2.1571  1.9228
H  -8.3578  2.8321  0.2726
H  -8.0568  0.9112  1.8261
H  -5.8854  0.1558  2.4973
H  -4.0419  2.9333  -0.1120
H  -6.2458  3.5562  -1.0019
C  -1.6319  0.6570  -1.6666
C  -2.5400  1.3050  -2.7040
O  -3.7340  0.4716  -2.7571
C  -4.9314  1.0082  -2.8614
O  -5.2370  2.1812  -2.8263
O  -5.8170  0.0265  -2.8997
C  -7.1868  0.3248  -2.6451
H  -0.9732  -0.0855  -2.1096
H  -2.2794  0.2361  -0.8975
H  -1.0935  1.4781  -1.1910
H  -2.0154  1.4636  -3.6426
H  -3.0099  2.2105  -2.3140
H  -7.3728  0.1922  -1.5764
H  -7.7404  -0.4370  -3.1865
H  -7.4473  1.3496  -2.8949
C  -1.3838  -4.3660  -3.1491
C  -1.6797  -3.2230  -2.2151
O  -3.0603  -3.1118  -1.9783
C  -3.4989  -2.7195  -0.8039
O  -2.7919  -2.3443  0.1066
O  -4.8162  -2.6920  -0.8221
C  -5.5171  -2.5301  0.4133
H  -1.8529  -4.3519  -4.1345
H  -1.6152  -5.2829  -2.6068
H  -0.3349  -4.3338  -3.4556
H  -1.2424  -2.3035  -2.6282
H  -1.0553  -3.3064  -1.3237
H  -6.1891  -1.7017  0.2068
H  -4.8241  -2.3489  1.2356
H  -6.1100  -3.3659  0.7904
C  1.4364  -0.7828  -4.7984
C  0.0080  -0.2385  -4.9147
O  -0.2341  0.0703  -6.2759
C  0.1637  1.2522  -6.7925
O  1.0348  1.9315  -6.3116
O  -0.4780  1.4587  -7.9060
C  -0.6324  2.8313  -8.2756
H  2.2233  -0.2381  -5.3164
H  1.5108  -1.7773  -5.2483
H  1.7008  -0.9527  -3.7496
H  -0.2080  0.6034  -4.2548
H  -0.7161  -0.9909  -4.6001
H  0.3244  3.2733  -8.5369
H  -1.1379  3.4114  -7.5026
H  -1.3246  2.9095  -9.1116
C  7.5196  -0.3748  -1.3384
C  6.4635  -0.9143  -2.2469
O  5.8798  -0.0023  -3.1637
C  5.1196  0.9820  -2.6541
O  4.7784  1.1227  -1.5101
O  4.6747  1.6844  -3.6714
C  3.5203  2.4759  -3.4689
H  7.8361  -1.0862  -0.5783
H  7.2649  0.5959  -0.9184
H  8.3968  -0.2367  -1.9806
H  5.6836  -1.4759  -1.7167
H  6.8179  -1.6849  -2.9366
H  3.3329  3.0803  -4.3517
H  3.6687  3.2230  -2.6816
H  2.6591  1.8828  -3.1615
C  -0.1117  4.4992  3.8251
C  -1.0554  5.6658  3.6728
O  -1.5979  5.4807  2.3325
C  -2.6757  6.2243  2.0652
O  -3.0173  7.1706  2.7332
O  -3.2718  5.7719  0.9904
C  -4.1050  6.6404  0.2425
H  0.2704  4.4252  4.8444
H  0.7584  4.5509  3.1667
H  -0.5788  3.5610  3.5179
H  -0.4400  6.5631  3.7118
H  -1.8748  5.6641  4.3842
H  -5.0863  6.1692  0.1946
H  -3.7466  6.8997  -0.7513
H  -4.3288  7.6075  0.6970
C  -1.5937  1.0691  4.7308
C  -1.2446  1.2813  6.1701
O  -2.4430  1.0334  6.9255
C  -2.3080  0.8140  8.2202
O  -1.2921  0.6055  8.8317
O  -3.5302  0.8400  8.7443
C  -3.7177  0.4668  10.0981
H  -2.4319  1.6986  4.4355
H  -1.9379  0.0481  4.5502
H  -0.7261  1.2242  4.0902
H  -0.9350  2.3218  6.2988
H  -0.4127  0.6563  6.4919
H  -4.7219  0.8164  10.3257
H  -3.0553  1.0939  10.7064
H  -3.5115  -0.5493  10.4287
C  5.1543  5.1555  0.1022
Br  4.4487  6.7384  -0.8200
Br  6.4157  4.2051  -0.9649
Br  3.6535  3.9908  0.5872
H  5.6083  5.5965  0.9786

Cartesian forces (eV/Å) of the 3 atoms listed first:
C -0.37 -1.58 -1.14
C 0.04 1.21 -0.42
C -0.74 -0.29 0.49

Löwdin atomic charge list, values in e, 8 entries: number 1, C, carries -0.0611; number 2, C, carries -0.0471; number 3, C, carries -0.0175; number 4, C, carries -0.1518; number 5, C, carries 0.0149; number 6, C, carries -0.0568; number 7, N, carries -0.3486; number 8, O, carries 0.0785